No. 1
A cluster of 11 separate species, C21H64N2O11 in total. Source: the Open Molecules 2025 dataset; level of theory: ωB97M-V with the def2-TZVPD basis set.

```
! RIJCOSX wB97M-V def2-TZVPD def2/J DEFGRID3
* xyz 0 1
C 1.895 2.005 3.285
O 2.992 1.526 3.541
N 1.740 3.259 2.684
N 0.700 1.338 3.417
H 2.558 3.893 2.509
H 0.882 3.796 2.789
H 0.679 0.364 3.593
H -0.026 1.745 2.898
C 0.801 -1.656 0.214
C 0.145 -2.262 -1.001
O -0.147 -1.324 -1.963
H 1.042 -2.439 0.940
H 0.306 -0.859 0.752
H 1.779 -1.279 -0.140
H -0.809 -2.699 -0.633
H 0.719 -3.103 -1.399
H 0.706 -0.883 -2.223
C -0.770 2.707 -2.108
C 0.170 3.176 -3.141
O -0.429 3.529 -4.359
H -1.443 3.575 -2.070
H -0.244 2.601 -1.131
H -1.307 1.817 -2.370
H 0.882 2.356 -3.307
H 0.750 3.989 -2.587
H -1.002 4.275 -4.106
C 5.092 3.079 -2.694
C 5.293 2.218 -1.455
O 4.029 1.646 -1.066
H 4.448 3.931 -2.456
H 4.790 2.626 -3.689
H 5.989 3.626 -2.892
H 5.678 2.864 -0.644
H 6.032 1.466 -1.692
H 3.958 1.387 -0.155
C -3.016 1.533 1.452
C -4.435 1.784 1.014
O -5.260 0.989 1.872
H -2.894 2.020 2.367
H -2.311 2.015 0.817
H -2.778 0.497 1.518
H -4.417 1.448 -0.008
H -4.667 2.836 0.953
H -6.089 0.666 1.458
C -2.541 0.715 -4.869
C -2.553 -0.744 -4.434
O -2.843 -0.829 -3.021
H -1.799 1.396 -4.415
H -3.469 1.169 -4.681
H -2.311 0.742 -5.996
H -1.576 -1.212 -4.630
H -3.391 -1.148 -5.034
H -1.992 -0.949 -2.536
C -5.918 -2.982 -0.419
C -4.742 -2.083 0.033
O -4.599 -2.117 1.460
H -6.859 -2.532 -0.149
H -5.919 -3.922 0.143
H -5.855 -3.221 -1.483
H -4.964 -0.996 -0.284
H -3.815 -2.388 -0.472
H -4.859 -1.202 1.794
C 0.962 -0.292 -5.042
C 2.218 0.203 -4.302
O 2.061 0.132 -2.940
H 1.239 -0.430 -6.153
H 0.113 0.401 -4.924
H 0.717 -1.240 -4.584
H 2.422 1.207 -4.739
H 2.972 -0.487 -4.578
H 2.869 0.306 -2.440
C -2.257 -4.451 2.362
C -1.849 -3.005 2.009
O -2.189 -2.112 3.034
H -1.831 -4.720 3.335
H -2.106 -5.291 1.617
H -3.342 -4.537 2.528
H -2.439 -2.721 1.128
H -0.777 -2.860 1.834
H -3.075 -2.268 3.310
C 6.353 0.951 1.919
C 5.566 -0.195 1.442
O 4.148 0.105 1.462
H 5.855 1.447 2.780
H 6.387 1.734 1.170
H 7.346 0.659 2.293
H 5.709 -1.109 2.036
H 5.869 -0.289 0.435
H 3.841 0.232 2.362
C 1.010 -1.522 6.319
C -0.395 -1.576 5.883
O -0.665 -2.744 5.084
H 1.640 -1.334 5.427
H 1.352 -2.426 6.767
H 1.306 -0.774 7.042
H -0.661 -0.679 5.299
H -1.123 -1.611 6.726
H -1.253 -2.479 4.307
*
```

Structure (SMILES) ... NC(N)=O.CCO.CCO.CCO.CCO.CCO.CCO.CCO.CCO.CCO.CCO
Kohn-Sham gap ... 9.8 eV
Energy ... -48315.0439 eV
ΔE to the lowest compared entry with this formula, charge and spin ... 19.1 kcal per mole

Results of the Mulliken charge analysis, in e, for atoms 1 through 4:
1. C 0.61
2. O -0.74
3. N -0.42
4. N -0.19

---

No. 2
A structure of composition C21H66F2NO31P6S2Sr. Source: the Open Molecules 2025 dataset; level of theory: ωB97M-V with the def2-TZVPD basis set.

```
! RIJCOSX wB97M-V def2-TZVPD def2/J DEFGRID3
* xyz 1 1
Sr 1.399 -3.170 -2.594
N 0.312 0.359 -0.250
S -0.455 1.664 -0.314
O 0.230 2.941 -0.415
O -1.828 1.641 0.084
F -0.665 1.448 -1.894
S 0.173 0.482 1.506
O -1.067 -0.029 2.054
O 0.833 1.607 2.179
F 1.226 -0.714 1.673
C -2.283 -1.940 8.713
O -0.927 -2.390 8.863
H -2.308 -1.146 7.967
H -2.991 -2.741 8.503
H -2.642 -1.408 9.594
H -0.844 -2.878 9.686
C -2.886 5.165 3.790
O -3.895 5.660 4.662
H -2.972 4.078 3.779
H -2.987 5.514 2.762
H -1.857 5.341 4.102
H -3.929 5.057 5.409
C -3.439 -3.995 -0.040
O -2.362 -4.787 -0.577
H -4.396 -4.449 -0.297
H -3.381 -3.982 1.048
H -3.480 -2.972 -0.414
H -2.495 -5.729 -0.450
C 0.640 4.680 -7.368
O -0.236 4.810 -8.483
P -1.167 6.144 -8.681
O -0.758 7.270 -7.825
O -1.053 6.383 -10.277
C -1.510 5.387 -11.197
O -2.755 5.616 -8.558
C -3.449 5.797 -7.348
H 1.674 4.491 -7.656
H 0.392 3.850 -6.707
H 0.640 5.540 -6.698
H -1.006 5.817 -12.063
H -2.545 5.240 -11.504
H -1.054 4.435 -10.926
H -3.318 6.818 -6.990
H -3.033 5.067 -6.655
H -4.493 5.534 -7.518
C -8.451 2.824 0.436
O -8.322 1.444 0.207
P -9.325 0.435 1.005
O -10.781 0.676 0.784
O -8.773 0.682 2.567
C -7.408 0.372 2.838
O -8.838 -1.140 0.670
C -9.286 -1.719 -0.543
H -8.350 3.466 -0.438
H -7.664 3.223 1.076
H -9.431 3.120 0.813
H -6.882 0.151 1.909
H -7.432 -0.449 3.555
H -6.928 1.228 3.312
H -8.415 -2.182 -1.007
H -9.637 -0.979 -1.262
H -10.054 -2.465 -0.339
C 2.572 -6.844 4.413
O 2.983 -7.887 3.500
P 3.790 -7.585 2.151
O 3.221 -6.614 1.184
O 5.294 -7.345 2.717
C 6.006 -8.281 3.503
O 3.956 -9.142 1.561
C 3.012 -9.665 0.643
H 1.497 -6.683 4.323
H 2.997 -5.873 4.158
H 2.851 -7.247 5.387
H 7.049 -8.280 3.185
H 5.621 -9.297 3.416
H 5.972 -7.973 4.548
H 2.101 -9.071 0.710
H 2.847 -10.705 0.926
H 3.443 -9.596 -0.356
C -2.587 -3.091 -8.746
O -3.661 -2.686 -7.933
P -3.469 -1.689 -6.705
O -2.532 -2.129 -5.644
O -3.135 -0.281 -7.465
C -3.743 0.186 -8.693
O -5.023 -1.537 -6.159
C -5.225 -0.528 -5.191
H -2.804 -2.607 -9.699
H -2.736 -4.149 -8.961
H -1.618 -2.879 -8.294
H -4.612 0.812 -8.493
H -4.052 -0.741 -9.176
H -3.091 0.684 -9.412
H -6.140 -0.018 -5.492
H -4.492 0.277 -5.129
H -5.323 -0.845 -4.153
C 3.491 2.336 8.255
O 4.473 2.957 9.020
P 5.069 4.466 8.650
O 4.079 5.491 8.234
O 6.006 4.818 9.953
C 5.470 5.436 11.102
O 6.200 4.106 7.530
C 5.875 4.087 6.150
H 2.840 1.779 8.928
H 3.838 1.636 7.496
H 2.847 3.078 7.782
H 4.497 5.896 10.929
H 6.065 6.224 11.563
H 5.339 4.583 11.768
H 4.808 4.197 5.958
H 6.243 3.108 5.842
H 6.523 4.794 5.633
C 10.009 -1.483 -2.036
O 8.681 -1.948 -2.101
P 7.531 -1.263 -1.153
O 6.099 -1.665 -1.299
O 7.763 0.338 -1.250
C 6.714 1.227 -1.678
O 8.042 -1.572 0.367
C 7.397 -0.998 1.546
H 10.111 -0.774 -1.215
H 10.098 -1.005 -3.011
H 10.667 -2.340 -1.888
H 7.084 1.811 -2.521
H 6.568 1.867 -0.807
H 5.811 0.712 -2.004
H 8.142 -0.579 2.223
H 6.937 -1.887 1.977
H 6.633 -0.314 1.178
*
```

Kohn-Sham gap ... 3.4 eV
Energy ... -171480.7564 eV

Results of the Mulliken charge analysis, in e, for atoms 1 through 4:
1. Sr 1.97
2. N -0.27
3. S 0.99
4. O -0.57

---

No. 3
A cluster of 14 separate species, C21H70N14O21 in total. Source: the Open Molecules 2025 dataset; level of theory: ωB97M-V with the def2-TZVPD basis set.

```
! RIJCOSX wB97M-V def2-TZVPD def2/J DEFGRID3
* xyz 0 1
C 2.612 -2.583 -1.640
O 2.622 -2.582 -0.417
N 3.347 -1.710 -2.393
N 1.925 -3.571 -2.288
H 4.024 -1.011 -1.988
H 3.283 -1.743 -3.407
H 1.334 -4.072 -1.646
H 1.733 -3.508 -3.303
C -2.189 2.994 4.544
O -3.295 2.709 4.175
N -1.965 4.114 5.220
N -1.127 2.190 4.417
H -1.046 4.414 5.560
H -2.577 4.873 4.876
H -1.355 1.520 3.686
H -0.212 2.558 4.171
C 0.231 0.428 -0.056
O 1.041 1.317 0.192
N -1.053 0.745 -0.110
N 0.499 -0.877 -0.236
H -1.802 0.054 0.011
H -1.213 1.783 -0.100
H -0.327 -1.419 -0.433
H 1.347 -1.301 0.040
C -2.761 -3.266 -0.797
O -2.020 -2.754 0.142
N -3.954 -2.637 -1.138
N -2.414 -4.383 -1.406
H -3.812 -1.611 -0.868
H -4.334 -2.794 -2.071
H -2.887 -4.774 -2.219
H -1.439 -4.650 -1.263
C -4.029 0.207 1.202
O -3.982 0.114 -0.038
N -3.770 1.302 1.889
N -4.330 -0.992 1.928
H -3.178 2.026 1.576
H -3.810 1.340 2.897
H -3.947 -1.201 2.816
H -4.437 -1.785 1.345
C 0.429 -5.303 0.151
O -0.021 -5.139 -0.982
N -0.324 -5.026 1.309
N 1.599 -5.961 0.349
H -1.137 -4.416 1.210
H 0.207 -4.924 2.170
H 2.149 -6.186 -0.511
H 2.059 -5.935 1.246
C -0.472 4.504 1.045
O -1.388 3.905 0.443
N -0.208 5.810 0.979
N 0.197 3.792 1.971
H -0.782 6.438 0.478
H 0.424 6.101 1.709
H 0.091 2.835 1.716
H 1.125 4.045 2.250
C 0.349 -1.356 -5.027
C -0.251 -0.807 -3.738
O -1.145 -1.749 -3.214
O 1.328 -2.378 -4.772
H 0.835 -0.530 -5.554
H -0.386 -1.889 -5.601
H -0.731 0.162 -3.954
H 0.590 -0.689 -3.072
H -1.690 -1.323 -2.532
H 1.035 -3.196 -5.241
C -1.314 4.733 -3.994
C -2.263 5.457 -3.020
O -1.631 5.945 -1.911
O -0.720 3.485 -3.420
H -0.525 5.487 -4.235
H -1.653 4.410 -4.959
H -3.014 4.709 -2.759
H -2.713 6.299 -3.547
H -1.569 5.182 -1.253
H -0.131 3.680 -2.676
C 3.620 1.919 -3.322
C 3.487 2.058 -1.821
O 4.529 1.280 -1.287
O 4.769 2.544 -3.943
H 2.748 2.286 -3.818
H 3.541 0.828 -3.572
H 2.471 1.602 -1.714
H 3.410 3.093 -1.353
H 4.463 1.286 -0.305
H 5.576 2.262 -3.514
C 2.442 1.276 3.328
C 3.724 1.029 2.639
O 3.614 1.122 1.223
O 2.286 2.641 3.763
H 2.348 0.630 4.203
H 1.592 1.022 2.665
H 4.031 0.070 3.090
H 4.405 1.875 2.926
H 2.628 1.085 0.950
H 2.645 2.677 4.650
C 3.844 -3.387 2.149
C 3.590 -4.143 3.417
O 2.293 -4.688 3.554
O 3.336 -2.109 2.190
H 3.357 -3.916 1.332
H 4.950 -3.340 2.052
H 3.730 -3.396 4.174
H 4.313 -4.924 3.599
H 2.286 -5.422 4.147
H 3.087 -1.919 1.244
C -0.785 -1.892 3.062
C 0.178 -2.256 4.216
O 1.305 -1.435 4.020
O -2.122 -2.157 3.335
H -0.453 -2.381 2.122
H -0.660 -0.805 2.834
H 0.488 -3.316 4.239
H -0.251 -1.894 5.148
H 1.843 -1.811 3.321
H -2.479 -2.685 2.583
C -3.226 1.547 -2.864
C -4.739 1.781 -2.834
O -5.537 0.749 -3.375
O -2.657 1.532 -4.128
H -3.042 0.517 -2.484
H -2.741 2.199 -2.123
H -4.862 2.600 -3.442
H -4.953 1.899 -1.765
H -5.638 0.752 -4.334
H -1.862 2.074 -4.099
*
```

Kohn-Sham gap ... 9.4 eV
Energy ... -86776.0536 eV
ΔE to the lowest compared entry with this formula, charge and spin ... 0.0 kcal per mole

Results of the Mulliken charge analysis, in e, for atoms 1 through 4:
1. C 0.21
2. O -0.63
3. N -0.27
4. N -0.11